1.
C7H11N3O3S in the gas phase at a distorted geometry. Source: the Open Molecules 2025 dataset; level of theory: the ωB97M-V functional and the def2-TZVPD basis.

Atoms and positions in Å:
C 0.386 -0.044 0.367
C 0.449 3.595 -0.004
C -0.951 -1.752 1.390
H 2.331 0.338 -0.329
H -1.987 -1.782 1.819
H 2.197 -1.315 0.317
H -0.030 3.718 0.933
O 0.936 2.244 0.032
H -0.617 -1.196 -2.001
C -0.804 -1.069 0.108
O -3.102 0.235 1.408
H -0.322 -2.610 -1.289
N -1.253 1.717 0.420
O -3.034 0.464 -1.032
C 1.686 -0.473 -0.198
S -2.328 0.401 0.230
H 1.504 -1.092 -1.163
C -0.075 1.382 0.201
H 1.283 4.262 -0.193
H -0.226 3.679 -0.905
N 0.466 -0.124 1.873
H -2.058 -2.321 -1.208
H -0.657 -2.836 1.479
C -1.023 -1.827 -1.161
N -0.190 -0.985 2.336

Computed properties:
SMILES string: COC1=NS(=O)(=O)[C@]2(C)CN=N[C@]12C
ΔE to the lowest compared entry with this formula, charge and spin: 0.0 kcal per mole
Frontier orbital gap: 9.87 eV

Atomic partial charges in e from the natural (NBO) method, atoms 1 to 5: atom 1 (C): -0.072, atom 2 (C): -0.259, atom 3 (C): -0.383, atom 4 (H): 0.245, atom 5 (H): 0.271

---

2.
2 unconnected molecules or ions with the total composition C2H7NS at a distorted geometry. Source: the Open Molecules 2025 dataset; level of theory: the ωB97M-V functional and the def2-TZVPD basis.

Atoms and positions in Å:
H -3.044 -0.241 -0.177
H 3.257 -0.845 1.817
N -1.477 -0.426 -1.489
H 0.274 0.681 -1.340
C -2.457 -0.895 -0.831
H -2.787 -1.889 -1.126
H 4.349 1.138 2.526
C -0.604 0.459 -0.728
H -0.897 1.511 -0.535
S 3.702 0.390 1.623
H -0.315 0.115 0.259

Computed properties:
SMILES string: C=NC.S
ΔE to the lowest compared entry with this formula, charge and spin: 58.9 kcal per mole
Frontier orbital gap: 9.80 eV

Atomic partial charges in e from the natural (NBO) method, atoms 1 to 5: atom 1 (H): 0.147, atom 2 (H): 0.181, atom 3 (N): -0.402, atom 4 (H): 0.209, atom 5 (C): -0.044

---

3.
A molecular structure, C45H36MnN3O2 at a distorted geometry. Source: the Open Molecules 2025 dataset; level of theory: the ωB97M-V functional and the def2-TZVPD basis.

Atoms and positions in Å:
C -2.985 1.281 -2.107
C -2.442 -4.256 -2.037
H -2.336 -0.472 3.743
H -4.338 -1.140 -1.949
C -2.121 2.900 3.833
O -0.763 -1.640 -0.247
N 2.607 -0.165 -1.379
H 4.127 4.551 -3.130
H -0.580 -6.687 -3.491
C 2.980 -2.166 -0.471
C 1.780 -2.071 0.239
H -2.170 4.049 -0.383
H 1.239 1.390 -2.936
H 3.951 -5.294 0.334
Mn 0.682 -0.472 -0.169
C -1.859 0.536 -1.787
C -3.122 2.555 -1.595
C 2.173 -4.311 1.031
C 1.384 -3.167 0.993
H 1.178 -4.975 -3.139
H -2.507 -1.069 -3.031
C -5.455 -2.170 1.062
C 3.075 1.079 -1.879
C -0.435 1.974 2.369
C 0.711 2.185 1.368
C -5.469 -1.634 -0.214
C -2.592 1.623 4.116
H -3.461 -4.069 -1.725
N -0.856 1.041 -1.047
H 1.321 4.929 1.463
H 0.621 -2.839 -2.074
C -0.903 0.703 2.670
C -1.729 -0.868 -2.295
H -0.433 -0.164 2.224
H -3.428 1.487 4.790
C 3.778 -3.307 -0.447
H -6.370 -2.242 1.635
H -0.772 -0.981 -2.816
O 1.199 1.006 0.858
C 3.357 -4.390 0.305
H -0.687 4.070 2.769
C 2.598 3.049 -3.151
C -0.827 -5.738 -3.034
H 4.950 1.016 -0.846
H 4.701 -3.328 -1.010
C 3.100 4.921 2.636
H 0.446 -3.135 1.532
C -1.053 3.070 2.969
C 1.865 2.930 2.048
H -3.744 0.854 -2.746
C 2.207 1.803 -2.686
C -3.084 -1.977 -0.416
H -2.902 -6.211 -2.782
C 2.026 4.309 2.002
C -2.106 3.057 -0.808
H 5.634 3.262 -1.662
C 3.872 2.780 3.380
C 0.168 2.974 0.161
H 1.857 -5.159 1.626
C -1.978 0.529 3.533
H 4.592 2.175 3.917
C -1.754 -1.932 -1.174
H 4.866 4.635 3.820
H 1.934 3.618 -3.789
C 0.157 -4.778 -2.836
C 4.682 2.843 -1.961
H -2.148 -2.867 1.284
C -0.964 2.297 -0.573
H -4.233 -3.048 2.592
C 4.027 4.160 3.327
N 3.472 -1.041 -1.195
C 4.312 1.588 -1.505
C 2.803 2.173 2.745
C -3.084 -2.524 0.865
C -1.462 -3.293 -1.829
H -4.000 3.149 -1.811
C -0.161 -3.570 -2.242
C -2.127 -5.470 -2.636
H 2.687 1.097 2.769
H 1.008 3.137 -0.521
C -4.255 -2.620 1.597
H 3.211 5.997 2.583
H -0.206 3.952 0.460
H -2.586 3.765 4.289
C 3.832 3.569 -2.784
H -6.397 -1.285 -0.647
C -4.291 -1.542 -0.946

Computed properties:
Multiplicity: 5
ΔE to the lowest compared entry with this formula, charge and spin: 6.2 kcal per mole
<S²>: 6.104
Frontier orbital gap (spin up / spin down): 7.78 / 7.93 eV

Atomic partial charges in e from the Mulliken method, atoms 1 to 5: atom 1 (C): -0.419, atom 2 (C): -0.354, atom 3 (H): 0.410, atom 4 (H): 0.404, atom 5 (C): -1.030

---

4.
C16H21NO5S in the gas phase. Source: the Open Molecules 2025 dataset; level of theory: the ωB97M-V functional and the def2-TZVPD basis.

Atoms and positions in Å:
C -2.468 -1.694 -1.075
O -0.716 -3.587 0.763
O -2.785 1.103 -2.365
H 4.874 -4.894 2.830
C -2.025 3.518 -0.603
H 2.581 -5.416 1.980
H 1.847 -3.396 3.358
S 3.824 -3.543 1.137
H 2.057 2.427 -2.646
H 5.724 -3.360 2.535
O 0.948 -2.479 1.812
H 1.817 2.091 -0.214
C 1.357 -3.688 2.426
C -0.096 -2.566 0.944
C 0.728 2.176 -0.237
H -1.538 3.288 -2.646
H 1.819 -4.655 0.563
H 0.413 2.752 0.638
H -3.410 -1.220 -0.805
H 4.240 -3.367 3.512
O -1.783 3.470 0.576
C 2.301 -4.468 1.521
C 0.979 2.321 -2.741
C -1.336 -0.890 -0.563
H -2.430 -2.701 -0.672
C -0.334 -1.289 0.307
H -3.387 5.566 0.390
H -2.433 -1.730 -2.163
C -1.246 2.821 -1.702
C 4.754 -3.826 2.671
H -4.714 5.282 -0.780
C 0.277 2.901 -1.513
H 0.664 2.842 -3.642
C -3.930 4.816 -0.190
H 1.330 -0.268 1.104
O -3.057 4.186 -1.118
C -1.802 1.380 -1.716
H 0.742 1.266 -2.855
H -4.351 4.078 0.495
N 0.515 -0.216 0.515
C 0.091 0.841 -0.184
C -1.066 0.472 -0.869
H 0.476 -4.304 2.645
H 0.551 3.959 -1.424

Computed properties:
SMILES string: COC(=O)[C@@H]1C(=O)c2c([nH]c(C(=O)OCCSC)c2C)C[C@H]1C
ΔE to the lowest compared entry with this formula, charge and spin: 14.3 kcal per mole
Frontier orbital gap: 9.17 eV

Atomic partial charges in e from the natural (NBO) method, atoms 1 to 5: atom 1 (C): -0.650, atom 2 (O): -0.603, atom 3 (O): -0.543, atom 4 (H): 0.213, atom 5 (C): 0.812